{
  "formula": "C19H30N2O5SSbSe4V",
  "method": "ωB97M-V/def2-TZVPD",
  "symbols": ["V", "C", "C", "O", "C", "C", "O", "C", "C", "O", "C", "C", "O", "H", "H", "H", "H", "H", "H", "H", "H", "H", "H", "H", "H", "H", "H", "H", "H", "Se", "Sb", "Se", "Se", "Se", "C", "C", "C", "N", "C", "S", "N", "C", "O", "C", "C", "C", "C", "C", "C", "H", "H", "H", "H", "H", "H", "H", "H", "H", "H", "H", "H", "H", "H"],
  "xyz": [[-1.587, 0.244, -1.898], [-3.399, -2.268, -3.066], [-1.942, -2.311, -3.482], [-1.131, -1.805, -2.427], [-0.655, -2.690, -1.428], [-1.640, -2.798, -0.269], [-2.233, -1.525, -0.198], [-2.999, -1.184, 0.928], [-3.217, 0.318, 0.787], [-3.328, 0.704, -0.574], [-4.608, 0.616, -1.194], [-4.785, -0.745, -1.830], [-3.618, -0.957, -2.590], [-3.620, -2.992, -2.270], [-4.045, -2.489, -3.924], [-1.759, -1.643, -4.328], [-1.624, -3.321, -3.755], [0.269, -2.232, -1.070], [-0.430, -3.667, -1.864], [-1.095, -3.033, 0.653], [-2.408, -3.568, -0.425], [-2.454, -1.386, 1.858], [-3.936, -1.757, 0.937], [-2.328, 0.831, 1.155], [-4.094, 0.652, 1.348], [-4.594, 1.406, -1.950], [-5.397, 0.827, -0.467], [-5.677, -0.746, -2.469], [-4.890, -1.545, -1.085], [0.352, -0.159, -6.080], [0.211, 1.758, -4.582], [0.879, 0.717, -2.290], [-2.342, 1.521, -4.027], [-2.700, 3.344, -2.593], [3.112, -2.019, -0.594], [4.140, -1.497, 0.402], [3.508, -0.790, 1.597], [2.844, 0.436, 1.200], [1.534, 0.664, 1.178], [0.358, -0.470, 1.452], [1.184, 1.980, 0.845], [1.852, 3.127, 1.217], [1.784, 4.152, 0.579], [2.604, 3.087, 2.529], [3.733, 3.887, 2.648], [4.431, 3.923, 3.847], [3.983, 3.179, 4.930], [2.841, 2.398, 4.818], [2.151, 2.345, 3.616], [3.604, -2.472, -1.455], [2.474, -1.216, -0.969], [2.471, -2.771, -0.129], [4.823, -0.805, -0.101], [4.757, -2.314, 0.786], [4.263, -0.535, 2.346], [2.755, -1.422, 2.068], [3.432, 1.163, 0.822], [0.554, 2.067, 0.041], [4.046, 4.481, 1.800], [5.317, 4.537, 3.937], [4.523, 3.213, 5.868], [2.484, 1.829, 5.666], [1.263, 1.733, 3.523]],
  "forces_ev_per_angstrom": [[-0.4, 0.1, -0.7], [0.0, 0.0, 0.0], [0.0, 0.0, 0.0], [0.0, -0.1, -0.1], [0.1, 0.0, -0.1], [0.0, -0.1, 0.0], [0.3, 0.1, 0.1], [0.0, -0.1, 0.0], [0.0, 0.1, 0.0], [-0.1, 0.0, 0.2], [0.0, 0.1, 0.0], [0.0, -0.1, 0.0], [0.1, 0.0, -0.1], [0.0, 0.0, 0.0], [0.0, 0.0, 0.0], [0.0, 0.0, 0.0], [0.0, 0.0, 0.0], [0.0, 0.0, 0.0], [0.0, 0.0, 0.0], [0.0, 0.0, 0.0], [0.0, 0.0, 0.0], [0.0, 0.0, 0.0], [0.0, 0.0, 0.0], [0.0, 0.0, 0.0], [0.0, 0.0, 0.0], [0.0, 0.0, 0.0], [0.0, 0.0, 0.0], [0.0, 0.0, 0.0], [0.0, 0.0, 0.0], [-0.1, -0.1, 0.0], [0.1, -0.1, 0.1], [-0.2, 0.2, 0.3], [0.2, 0.0, 0.0], [0.1, 0.0, 0.2], [0.0, 0.0, 0.0], [0.0, -0.1, 0.0], [-0.1, -0.1, 0.0], [0.1, 0.1, 0.0], [-0.1, 0.3, -0.3], [-0.1, -0.2, 0.2], [0.0, -0.1, 0.0], [0.1, 0.1, 0.2], [0.0, -0.1, 0.0], [-0.1, 0.0, -0.2], [0.0, 0.0, 0.1], [0.0, 0.0, 0.0], [0.0, 0.0, 0.0], [0.0, 0.0, 0.0], [0.1, 0.1, 0.0], [0.0, 0.0, 0.0], [0.0, 0.0, 0.0], [0.0, 0.0, 0.0], [0.0, 0.0, 0.0], [0.0, 0.0, 0.0], [0.0, 0.0, 0.0], [0.0, 0.0, 0.0], [0.0, 0.0, 0.0], [0.1, -0.1, 0.0], [0.0, 0.0, 0.0], [0.0, 0.0, 0.0], [0.0, 0.0, 0.0], [0.0, 0.0, 0.0], [0.0, 0.0, 0.0]],
  "lowdin_charge": [0.22, -0.16, -0.14, -0.30, -0.15, -0.18, -0.24, -0.19, -0.15, -0.29, -0.17, -0.17, -0.25, 0.12, 0.14, 0.08, 0.14, 0.08, 0.14, 0.12, 0.12, 0.11, 0.12, 0.11, 0.13, 0.05, 0.14, 0.14, 0.12, -0.41, 0.14, -0.02, -0.15, -0.19, -0.12, -0.24, -0.21, 0.03, -0.86, 0.73, 0.08, -0.43, 0.11, -0.15, -0.02, -0.08, -0.10, -0.08, -0.03, 0.08, -0.01, 0.07, 0.11, 0.10, 0.12, 0.08, 0.16, 0.07, 0.12, 0.10, 0.10, 0.10, 0.10],
  "spin_multiplicity": 2,
  "lumo_energy_ev": [1.961, 1.959],
  "total_charge": -1,
  "s_squared": 0.76,
  "homo_ev": [-3.12, -3.17]
}


{
  "formula": "C19H30N2O6S",
  "method": "ωB97M-V/def2-TZVPD",
  "symbols": ["C", "C", "C", "N", "S", "O", "O", "C", "C", "C", "C", "C", "C", "C", "C", "O", "N", "C", "C", "O", "C", "C", "O", "C", "C", "O", "C", "C", "H", "H", "H", "H", "H", "H", "H", "H", "H", "H", "H", "H", "H", "H", "H", "H", "H", "H", "H", "H", "H", "H", "H", "H", "H", "H", "H", "H", "H", "H"],
  "xyz": [[-2.930, -4.181, 0.840], [-2.213, -3.030, 1.532], [-2.000, -1.853, 0.566], [-3.279, -1.306, 0.178], [-3.298, -0.462, -1.260], [-2.461, -1.189, -2.174], [-4.676, -0.257, -1.592], [-2.551, 1.133, -0.944], [-1.360, 1.461, -1.557], [-0.786, 2.695, -1.306], [-1.397, 3.596, -0.440], [-0.770, 4.930, -0.171], [-2.605, 3.247, 0.156], [-3.187, 2.018, -0.096], [-1.174, -0.773, 1.267], [-1.747, 0.114, 1.885], [0.172, -0.866, 1.244], [0.902, 0.105, 2.044], [1.027, 1.488, 1.386], [1.913, 1.532, 0.292], [3.285, 1.594, 0.627], [4.080, 0.932, -0.495], [3.834, -0.452, -0.434], [3.944, -1.149, -1.656], [3.136, -2.447, -1.554], [1.762, -2.296, -1.824], [1.037, -1.372, -1.039], [0.918, -1.806, 0.436], [-3.860, -3.825, 0.407], [-3.148, -4.975, 1.550], [-2.314, -4.586, 0.040], [-2.806, -2.675, 2.377], [-1.247, -3.362, 1.918], [-1.543, -2.198, -0.360], [-3.705, -0.771, 0.924], [-0.905, 0.750, -2.227], [0.152, 2.955, -1.773], [-1.070, 5.311, 0.802], [-1.087, 5.647, -0.928], [0.314, 4.859, -0.208], [-3.090, 3.942, 0.826], [-4.128, 1.741, 0.351], [1.889, -0.305, 2.264], [0.347, 0.240, 2.977], [0.052, 1.777, 0.993], [1.331, 2.216, 2.151], [3.491, 1.064, 1.562], [3.597, 2.643, 0.740], [5.153, 1.144, -0.376], [3.743, 1.343, -1.455], [3.552, -0.545, -2.485], [4.998, -1.385, -1.864], [3.308, -2.884, -0.562], [3.483, -3.151, -2.313], [0.050, -1.339, -1.509], [1.478, -0.370, -1.073], [0.465, -2.799, 0.486], [1.925, -1.868, 0.855]],
  "forces_ev_per_angstrom": [[0.1, 0.1, 0.2], [-0.1, 0.0, -0.3], [0.3, -0.1, 0.2], [-0.1, 0.3, -0.8], [-0.5, -0.1, 0.0], [0.2, 0.1, 0.1], [0.1, 0.2, 0.3], [-0.2, -0.6, -0.2], [0.1, -0.1, -0.1], [-0.1, 0.1, 0.1], [0.1, -0.1, -0.1], [0.0, 0.0, -0.1], [0.0, -0.2, 0.0], [-0.1, 0.1, 0.0], [0.0, -0.1, 0.0], [-0.2, 0.0, 0.2], [0.2, 0.2, 0.0], [0.0, 0.5, 0.0], [-0.2, -0.2, 0.3], [0.2, -0.1, -0.3], [0.2, -0.1, -0.3], [-0.2, 0.3, 0.3], [-0.1, 0.0, 0.2], [-0.1, -0.4, -0.1], [0.3, 0.3, -0.1], [-0.1, -0.1, 0.0], [-0.1, 0.1, 0.2], [0.2, -0.2, -0.6], [-0.1, -0.1, -0.1], [0.0, -0.1, 0.0], [0.0, -0.1, -0.1], [0.1, 0.1, 0.1], [0.0, 0.1, 0.1], [0.2, -0.1, 0.2], [-0.1, 0.2, 0.1], [0.1, -0.1, -0.1], [0.1, 0.0, 0.0], [0.0, 0.1, 0.1], [0.0, 0.1, 0.0], [0.1, 0.0, 0.0], [-0.1, 0.1, 0.1], [-0.1, 0.0, 0.1], [0.0, 0.0, 0.0], [0.2, 0.0, 0.0], [0.1, 0.0, 0.2], [0.0, 0.0, 0.0], [0.0, 0.0, 0.0], [0.0, -0.1, 0.0], [-0.1, 0.0, 0.0], [0.0, 0.0, 0.0], [0.0, 0.0, 0.0], [-0.1, 0.0, 0.0], [0.0, 0.0, -0.1], [0.1, 0.0, 0.1], [0.0, 0.1, 0.1], [-0.1, -0.1, 0.0], [0.1, 0.0, 0.0], [-0.1, -0.1, 0.0]],
  "lowdin_charge": [-0.09, -0.19, -0.30, -0.07, 0.66, -0.29, -0.28, -0.28, -0.05, -0.04, -0.28, -0.04, -0.02, -0.06, -0.42, 0.06, -0.02, -0.10, -0.17, -0.15, -0.18, -0.18, -0.15, -0.18, -0.18, -0.12, -0.17, -0.10, 0.07, 0.07, 0.08, 0.12, 0.11, 0.12, 0.12, 0.11, 0.12, 0.08, 0.09, 0.08, 0.12, 0.12, 0.12, 0.13, 0.11, 0.13, 0.13, 0.13, 0.13, 0.13, 0.13, 0.13, 0.12, 0.13, 0.11, 0.11, 0.13, 0.12],
  "smiles": "CC[C@@H](NS(=O)(=O)c1ccc(C)cc1)C(=O)N1CCOCCOCCOCC1",
  "lumo_energy_ev": 0.696,
  "homo_ev": -9.14
}


{
  "formula": "C19H30N4O3",
  "method": "ωB97M-V/def2-TZVPD",
  "symbols": ["C", "C", "N", "C", "C", "C", "C", "C", "N", "C", "O", "C", "C", "C", "N", "C", "C", "O", "C", "N", "C", "C", "C", "C", "O", "C", "H", "H", "H", "H", "H", "H", "H", "H", "H", "H", "H", "H", "H", "H", "H", "H", "H", "H", "H", "H", "H", "H", "H", "H", "H", "H", "H", "H", "H", "H"],
  "xyz": [[-0.592, -5.469, -2.094], [0.809, -5.049, -1.665], [0.802, -3.871, -0.824], [2.121, -3.270, -0.683], [2.038, -2.457, 0.601], [1.184, -3.355, 1.492], [0.218, -4.042, 0.511], [-1.176, -3.386, 0.549], [-1.091, -2.016, 0.121], [-1.267, -0.981, 0.967], [-1.691, -1.133, 2.101], [-0.930, 0.384, 0.448], [-0.966, 1.398, 1.401], [-0.699, 2.717, 1.089], [-0.822, 3.755, 2.022], [-0.674, 3.691, 3.376], [-0.936, 5.030, 4.041], [-0.358, 2.695, 3.981], [-0.358, 3.055, -0.231], [-0.103, 4.410, -0.528], [1.136, 4.935, 0.020], [-0.311, 4.838, -1.893], [-0.337, 2.051, -1.192], [-0.614, 0.726, -0.878], [-0.579, -0.266, -1.824], [-0.290, 0.056, -3.162], [-0.525, -6.258, -2.840], [-1.117, -4.621, -2.526], [-1.164, -5.844, -1.251], [1.311, -5.901, -1.168], [1.390, -4.798, -2.557], [2.342, -2.660, -1.564], [2.907, -4.039, -0.592], [3.020, -2.254, 1.025], [1.533, -1.509, 0.420], [0.651, -2.793, 2.256], [1.812, -4.099, 1.984], [0.104, -5.107, 0.760], [-1.571, -3.396, 1.567], [-1.863, -3.925, -0.109], [-0.651, -1.873, -0.774], [-1.223, 1.121, 2.412], [-0.996, 4.657, 1.599], [-1.952, 5.358, 3.832], [-0.807, 4.925, 5.114], [-0.240, 5.780, 3.669], [1.065, 6.022, 0.089], [1.998, 4.685, -0.614], [1.315, 4.525, 1.011], [0.497, 4.535, -2.574], [-1.256, 4.440, -2.256], [-0.365, 5.928, -1.902], [-0.079, 2.315, -2.204], [0.716, 0.477, -3.269], [-1.025, 0.751, -3.580], [-0.340, -0.887, -3.703]],
  "forces_ev_per_angstrom": [[0.3, 0.0, 0.0], [-0.2, 0.0, -0.2], [0.1, 0.0, 0.0], [0.2, 0.2, 0.0], [0.1, -0.1, -0.1], [0.0, 0.0, -0.1], [-0.5, 0.1, 0.2], [0.0, -0.4, 0.2], [0.1, -0.2, -0.2], [-0.2, -0.2, -0.2], [0.0, 0.1, 0.3], [0.1, 0.3, -0.2], [0.0, -0.1, -0.1], [0.1, -0.2, -0.2], [-0.1, 0.2, -0.4], [0.0, 0.5, 0.1], [0.0, -0.2, 0.2], [0.0, -0.3, 0.2], [-0.1, -0.3, 0.3], [-0.1, 0.1, 0.0], [0.2, 0.0, 0.0], [-0.1, 0.1, 0.0], [0.1, 0.0, -0.2], [0.0, 0.0, 0.2], [-0.1, 0.1, 0.4], [0.1, 0.0, -0.3], [-0.1, -0.1, 0.0], [-0.1, 0.1, -0.1], [-0.1, 0.0, 0.1], [0.0, 0.1, 0.0], [0.0, -0.1, 0.1], [0.1, 0.0, 0.0], [0.0, 0.0, 0.0], [0.0, 0.1, 0.0], [0.0, 0.1, 0.0], [0.0, 0.0, 0.1], [0.0, 0.0, 0.0], [0.0, 0.0, 0.0], [0.0, -0.1, -0.1], [0.0, 0.0, 0.1], [-0.1, 0.2, 0.1], [0.0, 0.0, 0.0], [0.0, -0.1, 0.1], [-0.1, 0.1, 0.0], [0.0, 0.0, 0.0], [0.0, 0.1, 0.0], [0.1, 0.0, 0.0], [0.0, 0.0, 0.0], [0.0, 0.0, 0.0], [0.0, 0.0, 0.0], [0.0, 0.0, -0.1], [0.0, 0.0, -0.1], [0.0, 0.0, -0.1], [-0.1, 0.0, 0.0], [0.0, 0.0, 0.0], [0.0, 0.1, 0.0]],
  "lowdin_charge": [-0.09, -0.26, -0.15, -0.19, -0.16, -0.12, -0.28, -0.12, 0.09, -0.44, 0.05, -0.04, 0.07, -0.16, 0.11, -0.52, 0.00, 0.08, -0.18, -0.22, -0.07, -0.09, 0.05, -0.20, -0.11, -0.07, 0.07, 0.07, 0.06, 0.12, 0.12, 0.12, 0.12, 0.11, 0.10, 0.11, 0.11, 0.14, 0.12, 0.11, 0.11, 0.12, 0.14, 0.08, 0.08, 0.08, 0.09, 0.09, 0.09, 0.09, 0.09, 0.09, 0.09, 0.10, 0.10, 0.10],
  "smiles": "CCN1CCC[C@H]1CNC(=O)c1cc(NC(C)=O)c(N(C)C)cc1OC",
  "lumo_energy_ev": 0.525,
  "homo_ev": -7.89
}


{
  "formula": "C19H30N6O3",
  "method": "ωB97M-V/def2-TZVPD",
  "symbols": ["C", "C", "C", "C", "C", "C", "N", "C", "N", "C", "C", "C", "C", "N", "O", "C", "C", "N", "C", "C", "C", "O", "N", "C", "C", "O", "N", "C", "H", "H", "H", "H", "H", "H", "H", "H", "H", "H", "H", "H", "H", "H", "H", "H", "H", "H", "H", "H", "H", "H", "H", "H", "H", "H", "H", "H", "H", "H"],
  "xyz": [[-1.417, 5.275, -0.448], [-1.056, 3.805, -0.270], [-2.127, 3.066, 0.530], [-1.938, 1.547, 0.614], [-1.009, 1.057, 1.729], [0.483, 1.079, 1.389], [0.787, 0.307, 0.207], [0.417, -0.955, -0.152], [-0.200, -1.854, 0.671], [-0.725, -3.039, 0.008], [-1.820, -3.662, 0.867], [-1.322, -3.996, 2.276], [-0.345, -5.172, 2.277], [-0.136, -5.693, 3.511], [0.212, -5.612, 1.300], [-0.662, -2.753, 2.886], [0.406, -2.196, 1.947], [0.650, -1.212, -1.436], [1.204, -0.086, -1.927], [1.314, 0.880, -0.944], [1.929, 2.139, -1.185], [2.127, 3.042, -0.386], [2.323, 2.271, -2.522], [2.940, 3.542, -2.863], [2.213, 1.330, -3.535], [2.607, 1.547, -4.662], [1.638, 0.124, -3.198], [1.506, -0.913, -4.197], [-0.640, 5.791, -1.007], [-2.357, 5.380, -0.987], [-1.522, 5.761, 0.519], [-0.955, 3.337, -1.253], [-0.089, 3.743, 0.227], [-3.091, 3.259, 0.051], [-2.179, 3.482, 1.539], [-2.919, 1.100, 0.794], [-1.588, 1.168, -0.348], [-1.159, 1.662, 2.625], [-1.284, 0.029, 1.968], [0.825, 2.094, 1.183], [1.059, 0.707, 2.245], [-1.126, -2.734, -0.958], [0.070, -3.773, -0.165], [-2.173, -4.570, 0.378], [-2.655, -2.963, 0.949], [-2.177, -4.286, 2.897], [-0.637, -5.382, 4.324], [0.484, -6.481, 3.602], [-0.205, -2.988, 3.849], [-1.430, -1.993, 3.049], [0.869, -1.317, 2.391], [1.188, -2.956, 1.797], [3.167, 3.536, -3.926], [2.253, 4.352, -2.620], [3.852, 3.674, -2.280], [1.611, -1.877, -3.705], [0.526, -0.857, -4.675], [2.279, -0.767, -4.949]],
  "forces_ev_per_angstrom": [[0.1, -0.2, 0.0], [-0.2, 0.2, 0.2], [0.2, -0.2, -0.3], [-0.1, 0.1, 0.3], [0.1, -0.1, -0.2], [-0.3, 0.2, 0.7], [0.2, -0.4, -0.3], [0.2, 0.4, -0.2], [-0.2, 0.0, 0.1], [-0.3, -0.2, -0.3], [0.3, -0.2, 0.0], [-0.1, 0.1, -0.2], [-0.4, 0.2, 0.4], [0.2, -0.3, 0.4], [0.2, -0.1, -0.4], [0.1, 0.0, 0.0], [0.0, 0.1, 0.4], [0.1, -0.2, -0.3], [-0.1, 0.8, 1.2], [0.0, -0.4, -0.7], [-0.1, -0.3, 0.1], [0.1, 0.1, 0.0], [0.1, 0.2, 0.0], [0.1, 0.3, -0.1], [0.0, -0.2, -0.1], [0.1, 0.0, -0.3], [0.1, -0.1, 0.0], [0.0, -0.1, -0.3], [0.0, 0.1, -0.1], [-0.1, 0.1, 0.0], [0.0, 0.1, 0.1], [0.1, -0.1, 0.0], [0.1, -0.1, -0.1], [0.0, 0.1, 0.1], [-0.1, 0.1, 0.1], [0.0, -0.1, -0.1], [0.0, -0.1, -0.1], [0.0, 0.0, 0.1], [0.0, 0.0, 0.1], [0.0, -0.2, 0.1], [0.0, 0.1, -0.1], [0.0, -0.1, 0.1], [-0.1, 0.1, -0.1], [-0.1, 0.0, 0.0], [0.0, 0.0, 0.0], [0.1, 0.0, 0.0], [0.0, 0.0, -0.1], [0.0, 0.0, 0.0], [0.0, 0.0, 0.0], [0.0, 0.0, 0.0], [0.0, -0.1, 0.0], [0.0, 0.1, 0.0], [0.0, 0.0, 0.1], [0.1, 0.0, 0.0], [0.0, 0.0, 0.0], [0.0, 0.0, -0.1], [0.0, -0.1, 0.0], [-0.1, -0.1, 0.1]],
  "lowdin_charge": [-0.11, -0.27, -0.21, -0.19, -0.16, -0.12, 0.06, -0.29, -0.05, -0.15, -0.12, -0.24, -0.53, 0.17, 0.07, -0.13, -0.13, 0.21, -0.22, -0.07, -0.38, 0.05, 0.04, -0.01, -0.44, 0.07, 0.01, 0.00, 0.07, 0.07, 0.07, 0.11, 0.08, 0.11, 0.11, 0.11, 0.11, 0.12, 0.08, 0.11, 0.12, 0.12, 0.12, 0.12, 0.12, 0.14, 0.10, 0.11, 0.11, 0.11, 0.11, 0.14, 0.09, 0.10, 0.10, 0.09, 0.10, 0.09],
  "smiles": "CCCCCCn1c(N2CCC(C(N)=O)CC2)nc2c1c(=O)n(C)c(=O)n2C",
  "lumo_energy_ev": 0.514,
  "homo_ev": -7.72
}


Result set for electronic energy: -12415.96995; -1701.11155; -1186.76489; -1296.36917 Eh, one per record in the order listed.
Result set for largest force on an atom: 0.83; 0.88; 0.57; 1.44 eV/Å, one per record in the order listed.
Result set for energy relative to the best compared isomer or geometry (same formula, charge and spin): 12.83; 13.98; 31.70; 0.33 kcal/mol, one per record in the order listed.